--- a ---
Here is 2 unconnected molecules or ions with the total composition CH6OS2 from OMol25. Energies are from the ωB97M-V functional and the def2-TZVPD basis.

Each line ends with the natural charge from an NBO analysis.
CARTESIAN COORDINATES (ANGSTROEM)
C1 -0.26526 0.98877 -0.51049  -0.769
S1 1.37223 0.27991 -0.45897  0.114
S2 2.44477 1.58194 -1.64700  -0.139
H1 -0.93946 0.34397 0.07798  0.226
H2 -0.68874 1.11053 -1.52165  0.227
H3 -0.21605 1.97944 -0.02804  0.219
H4 2.66296 2.58908 -0.77491  0.121
O1 -1.22626 -3.24018 1.78859  -0.938
H5 -1.65745 -3.26209 0.90437  0.470
H6 -1.48675 -2.37138 2.17012  0.468

Net charge = 0
HOMO energy = -9.150 eV
SMILES string = CSS.O
Gap between HOMO and LUMO = 9.6 eV



--- b ---
Here is 2 unconnected molecules or ions with the total composition CH6OS2 from OMol25. Energies are from the ωB97M-V functional and the def2-TZVPD basis.

Each line ends with the natural charge from an NBO analysis.
CARTESIAN COORDINATES (ANGSTROEM)
C1 -1.15675 1.51869 0.21801  -0.256
O1 -2.41048 0.94581 -0.20652  -0.732
H1 -1.29309 1.83295 1.27719  0.186
H2 -0.91784 2.29816 -0.52440  0.181
H3 -0.34123 0.77249 0.31855  0.155
H4 -2.25386 0.08534 -0.60688  0.467
S1 1.58670 -1.76692 -0.98458  -0.155
S2 2.72053 -1.95340 0.83260  -0.119
H5 0.94004 -0.58221 -0.79188  0.139
H6 3.12598 -3.15090 0.46791  0.133

Net charge = 0
HOMO energy = -8.843 eV
SMILES string = CO.SS
Gap between HOMO and LUMO = 8.7 eV



Quick one: least stable of them? b